This record from the Open Molecules 2025 dataset describes a structure of composition C23H24FN6OSTa. The level of theory is ωB97M-V with the def2-TZVPD basis set.

```
57
Properties=species:S:1:pos:R:3:forces:R:3:nbo_charge:R:1
Ta -0.23630 -0.19544 0.03625 -0.123 0.128 -0.283 2.328
O 0.17134 -0.15558 1.88840 -0.164 -0.144 0.276 -0.754
C 1.09665 -0.00450 2.85216 0.306 0.078 0.123 0.306
C 0.73060 -0.03337 4.19086 0.167 0.014 -0.065 -0.241
C 1.71667 0.12406 5.14954 -0.091 -0.020 0.011 -0.140
C 3.04488 0.30907 4.77937 0.074 0.013 0.024 -0.204
C 3.39891 0.34144 3.44664 -0.093 -0.018 -0.025 -0.155
C 2.42529 0.18223 2.45321 -0.196 -0.028 0.249 -0.139
C 2.74269 0.23152 1.03790 -0.021 0.063 0.017 0.429
N 1.89689 0.14676 -0.01633 0.388 -0.174 -0.013 -0.605
C 2.69081 0.27541 -1.16109 -0.071 0.118 -0.067 -0.058
C 3.97352 0.45530 -0.79490 -0.012 -0.088 -0.066 -0.038
N 3.98574 0.41151 0.57813 -0.084 0.048 0.023 -0.471
H -0.30849 -0.16040 4.46003 -0.028 -0.005 -0.012 0.244
H 1.45011 0.10932 6.19713 -0.011 0.002 0.014 0.245
H 3.80268 0.43580 5.53903 0.012 0.002 0.000 0.247
H 4.43887 0.49945 3.19464 0.023 -0.004 -0.012 0.213
H 2.28002 0.25215 -2.15102 -0.018 -0.007 0.001 0.249
H 4.86632 0.60298 -1.37432 0.012 -0.006 -0.033 0.262
H 4.80334 0.51885 1.15657 0.002 0.007 -0.005 0.447
S 0.13169 -0.19762 -4.67634 -0.014 -0.006 0.128 0.225
C -0.00765 -0.24898 -3.13414 0.032 0.001 -0.378 0.212
N -0.10933 -0.28547 -1.93115 -0.054 -0.081 0.033 -0.883
C -0.12108 -5.28700 1.91842 -0.013 -0.013 -0.019 -0.436
C 0.89383 -4.25453 1.46776 0.057 0.000 -0.010 -0.221
N 0.21156 -2.98641 1.17252 -0.198 -0.123 0.062 -0.615
C -0.99275 -3.03558 0.50552 0.133 -0.042 0.126 0.685
N -1.47060 -1.84010 0.10650 0.105 -0.127 0.075 -0.714
C -2.74257 -1.81240 -0.64213 -0.034 0.064 -0.042 -0.228
C -2.84640 -3.04440 -1.52114 -0.001 -0.001 0.010 -0.431
C -2.74313 -4.27600 -0.64903 -0.019 0.020 -0.024 -0.213
N -1.57604 -4.18434 0.24252 0.024 0.097 -0.103 -0.349
C -1.12636 -5.47340 0.80146 0.008 -0.035 0.033 -0.210
H -0.61415 -4.95150 2.83316 -0.005 0.009 -0.005 0.223
H 0.35678 -6.24126 2.13400 0.006 -0.001 -0.007 0.259
H 1.40798 -4.58506 0.56326 0.006 -0.006 0.019 0.214
H 1.64998 -4.05296 2.22275 -0.017 -0.005 0.004 0.236
H 0.17891 -2.34319 1.95513 0.057 0.053 -0.061 0.424
H -2.75006 -0.91238 -1.26043 -0.029 -0.013 0.017 0.233
H -3.57815 -1.74767 0.05930 0.011 -0.008 -0.014 0.223
H -2.04653 -3.03337 -2.26496 0.007 -0.004 0.006 0.226
H -3.79513 -3.05239 -2.05525 -0.005 0.010 0.010 0.261
H -2.62204 -5.17915 -1.24704 0.007 0.011 -0.004 0.238
H -3.63399 -4.40213 -0.02936 0.001 -0.006 -0.018 0.223
H -0.69944 -6.05391 -0.01981 -0.002 -0.004 0.021 0.221
H -2.01988 -5.99324 1.14847 0.013 -0.002 0.001 0.237
F -3.00005 5.29370 0.24529 0.000 0.004 0.007 -0.282
C -2.44215 4.09255 0.20299 0.028 -0.045 -0.004 0.464
C -3.25088 2.98976 -0.02410 0.034 0.021 0.009 -0.269
C -2.66220 1.74069 -0.07879 -0.066 0.000 -0.045 -0.160
C -1.28048 1.58307 0.10265 -0.189 0.263 -0.004 -0.470
C -0.50364 2.72847 0.35085 0.074 -0.029 0.026 -0.162
C -1.07286 3.98621 0.39214 -0.052 0.004 -0.012 -0.270
H -4.31479 3.12837 -0.15553 -0.010 -0.008 -0.006 0.256
H -3.30753 0.88964 -0.25854 0.010 0.006 0.007 0.212
H 0.56730 2.65029 0.51320 0.008 0.007 0.008 0.219
H -0.48778 4.87650 0.57356 0.015 0.008 0.001 0.256
```
Positions in Å, forces in eV/Å.

Summary:
highest occupied orbital energy = -14.3 eV
frontier orbital gap = 7.7 eV
lowest unoccupied orbital energy = -6.60 eV
spin multiplicity = 1
charge = +2
max |F| = 0.0083 hartree/bohr
E = -1849.33704 a.u.



This record from the Open Molecules 2025 dataset describes a cluster of 2 separate species, C23H24N2O4 in total in a non-equilibrium geometry. The level of theory is ωB97M-V with the def2-TZVPD basis set.

```
53
Properties=species:S:1:pos:R:3:forces:R:3:nbo_charge:R:1
C -8.92311 -0.40373 -1.04376 4.021 1.191 -7.614 -0.254
H -9.25279 -1.25335 -1.67340 -0.053 0.486 0.731 0.207
O -7.46235 -0.64522 -0.95519 -7.224 -6.717 -3.908 -0.456
C -6.77051 0.11810 -0.29330 -0.649 -1.568 -1.116 0.215
C -7.21580 1.19756 0.08391 -4.158 14.671 7.384 -0.342
C -6.37833 2.09717 0.94151 -1.389 0.689 -0.365 -0.131
C -5.10196 1.66800 1.21353 1.393 3.776 -1.918 -0.316
C -4.61393 0.58321 0.41970 -3.107 1.562 2.894 0.330
C -5.55119 -0.22964 -0.20624 11.297 -3.707 1.088 -0.317
H -5.18865 -1.26089 -0.52772 -0.902 1.593 0.066 0.230
O -3.33484 0.45939 0.76149 2.921 -5.718 -3.130 -0.441
C -2.90376 -0.88574 0.18945 3.666 -3.670 7.566 -0.131
C -1.33309 -1.25937 0.53415 -0.635 8.094 2.024 0.297
C -0.40769 -0.05157 1.03041 -0.901 -17.979 -4.018 -0.217
C 0.74716 -0.91157 1.06219 -1.454 1.244 4.357 0.048
N 0.45344 -2.19888 1.10834 5.334 -0.587 0.255 -0.157
O -0.74360 -2.45400 0.69894 -3.507 2.632 -0.856 -0.237
C 2.00288 -0.37242 1.75794 1.332 4.134 -0.274 0.642
O 2.11597 0.73364 2.38495 -2.756 -1.977 -0.245 -0.672
N 3.15697 -0.82748 1.35538 -0.458 -5.626 -5.475 -0.405
C 3.19927 -1.93842 0.15860 4.919 2.818 5.710 -0.210
C 2.50430 -1.48691 -0.94102 -0.954 -1.434 -5.395 -0.312
C 2.31875 -0.05124 -1.43215 -0.935 -0.973 0.129 -0.441
C 3.37183 -0.85705 -1.98892 3.479 -0.012 -6.596 -0.361
H 3.30216 -1.04935 -3.42962 -0.168 0.082 4.539 0.161
H 4.53010 -0.59596 -1.93033 -2.834 -0.669 0.756 0.251
H 1.42887 -0.15478 -2.04402 -0.114 1.384 0.179 0.237
H 2.62908 0.78772 -0.83777 -0.645 0.276 0.323 0.243
H 1.83216 -2.36142 -1.32267 0.654 2.259 0.406 0.243
H 4.33572 -2.21281 0.17750 -2.022 0.721 -0.819 0.206
H 2.75050 -2.70661 0.59684 -1.897 -3.514 1.632 0.224
C 4.41470 -0.38620 1.63011 1.721 0.520 7.602 -0.253
C 5.21898 0.47627 0.73784 -1.886 -1.886 0.768 -0.064
C 6.28877 -0.20282 0.05920 -0.677 7.440 -3.044 -0.234
C 6.92068 0.58988 -0.89985 -14.598 6.191 6.864 -0.078
C 6.51500 2.10489 -1.22903 -1.774 -10.973 6.421 -0.228
C 5.38314 2.42817 -0.80471 -7.914 4.845 7.653 -0.162
C 4.71797 1.71430 0.62224 5.161 0.202 -7.709 -0.160
H 3.83724 2.14314 0.87947 -2.366 0.862 1.536 0.223
H 4.86770 3.52522 -0.81354 1.457 -2.610 -0.899 0.205
H 7.05173 2.39315 -1.87807 6.910 4.868 -8.654 0.176
H 7.68903 0.32207 -1.15180 14.751 -5.070 -5.810 0.126
H 6.59414 -1.09062 0.39145 1.208 -3.511 0.947 0.208
H 5.00311 -1.34436 2.13159 -0.902 2.416 -1.297 0.178
H 4.08795 0.33868 2.53541 1.508 -1.591 -1.285 0.273
H -0.39927 0.85060 1.09029 -0.752 10.595 0.443 0.193
H -2.83041 -1.18058 -0.75852 -1.325 0.355 -4.479 0.203
H -3.20929 -1.96200 0.80099 -0.827 3.440 -1.393 0.211
H -4.26700 2.50987 1.45054 -2.065 -2.330 0.261 0.224
H -6.77820 3.20279 1.33202 0.989 -3.364 -1.119 0.222
H -8.23412 1.75728 0.08247 1.520 -2.125 -0.794 0.236
H -9.47727 -0.23318 -0.22940 -1.487 0.584 3.429 0.186
H -8.89217 0.56715 -1.82739 -0.906 -2.317 2.247 0.181
```
Positions in Å, forces in eV/Å.

Summary:
highest occupied orbital energy = -8.5 eV
frontier orbital gap = 9.0 eV
lowest unoccupied orbital energy = 0.46 eV
spin multiplicity = 1
max |F| = 0.3587 hartree/bohr
E = -1300.46466 a.u.



This record from the Open Molecules 2025 dataset describes a structure of composition C23H24N2Pd in a non-equilibrium geometry. The level of theory is ωB97M-V with the def2-TZVPD basis set.

```
50
Properties=species:S:1:pos:R:3:forces:R:3:nbo_charge:R:1
C -3.10886 -0.13556 -0.19417 -3.195 -0.463 -0.046 -0.678
C -2.99337 0.45219 -1.64530 -2.486 -0.596 -0.838 -0.666
H -3.10467 -1.22629 -0.17821 -0.113 0.193 -0.007 0.238
H -4.07663 0.23649 0.17390 0.131 -0.461 0.022 0.288
H -2.48619 0.28148 0.64652 -0.373 -0.213 0.278 0.253
H -2.09228 0.98453 -2.04092 -0.167 -0.022 -0.515 0.249
H -3.17050 -0.34727 -2.37429 -0.139 0.330 0.183 0.271
H -3.74951 1.23859 -1.70978 0.112 -0.201 -0.354 0.267
C -0.38539 -2.48557 -0.57930 0.597 1.587 -0.685 0.126
C 0.54633 -3.52646 -0.60196 -0.382 -0.582 0.247 -0.197
C 1.76584 -3.32587 -1.25880 0.873 0.924 -0.763 -0.190
C 2.00991 -2.10735 -1.88675 1.008 -2.040 0.344 -0.125
H -1.36360 -2.59983 -0.10336 0.424 -0.025 -0.169 0.204
H 0.29715 -4.46121 -0.10320 0.160 0.161 -0.219 0.249
H 2.51959 -4.10999 -1.27871 -0.192 0.168 -0.030 0.257
H 2.94196 -1.90154 -2.41224 -0.250 -0.369 0.207 0.237
N -0.10123 -1.28373 -1.10350 -2.685 -1.370 1.405 -0.542
C 1.05073 -1.08040 -1.80008 0.582 4.188 -1.645 0.125
C 1.23963 0.25283 -2.37718 -0.647 -4.293 1.972 0.144
N 0.27804 1.17004 -2.09956 -1.251 2.544 0.065 -0.524
C 0.34460 2.41353 -2.59393 -0.044 -1.733 0.577 0.125
C 2.46157 1.91514 -3.63124 0.603 -1.495 0.168 -0.190
C 1.43343 2.82492 -3.36252 0.024 0.755 -0.354 -0.185
H -0.47846 3.08482 -2.35487 0.252 -0.099 -0.066 0.224
H 1.46299 3.84728 -3.72803 0.057 -0.199 0.023 0.253
C 2.35630 0.61412 -3.14981 1.517 1.408 -1.262 -0.124
H 3.11518 -0.14006 -3.33266 -0.007 0.379 -0.180 0.236
H 3.33803 2.20790 -4.20686 -0.274 -0.035 0.108 0.259
Pd -1.19805 0.56530 -0.55683 6.085 1.564 1.246 0.876
C -1.62570 2.55295 -0.13732 -0.278 -0.481 0.736 -0.706
H -2.20689 2.99047 -0.95775 0.128 -0.169 0.285 0.211
H -0.68259 3.07789 0.03196 -0.265 -0.079 -0.093 0.208
H -2.20361 2.49681 0.79389 0.081 0.508 -0.330 0.217
C -0.30521 -1.92287 4.54196 -0.919 -0.416 -0.492 -0.152
C -1.23724 -2.04703 3.48919 0.501 -0.149 1.054 -0.169
C -1.13922 -1.22355 2.37537 0.307 0.576 -0.564 -0.076
C -0.11327 -0.24910 2.24899 0.781 -0.221 1.249 -0.209
C 0.07220 0.61502 1.14266 -2.045 -0.850 -1.436 0.112
C 1.11869 1.48739 1.06247 2.350 0.942 1.593 -0.268
C 2.06646 1.57003 2.11960 -0.603 0.598 -1.871 -0.143
C 1.92271 0.77482 3.23643 -0.212 -0.621 0.843 -0.034
C 0.85319 -0.14495 3.33508 -0.914 -0.376 -0.576 -0.098
C 0.71451 -0.98356 4.46148 0.555 0.414 -0.220 -0.044
H -0.38737 -2.56665 5.41775 0.020 0.185 -0.246 0.258
H -2.04403 -2.78336 3.55922 0.355 0.287 -0.027 0.252
H -1.86553 -1.34807 1.56815 0.322 0.081 0.483 0.211
H 1.23288 2.13703 0.20051 0.088 -0.084 0.136 0.230
H 2.89559 2.26590 2.02850 -0.090 -0.112 0.117 0.250
H 2.62475 0.83623 4.06982 -0.118 0.050 -0.261 0.247
H 1.45713 -0.89345 5.25568 -0.265 -0.087 -0.093 0.244
```
Positions in Å, forces in eV/Å.

Summary:
⟨S²⟩ = 6.0683
highest occupied orbital energy (spin up / spin down) = -11.6 / -15.7 eV
frontier orbital gap (spin up / spin down) = 5.3 / 5.8 eV
lowest unoccupied orbital energy (spin up / spin down) = -6.34 / -9.88 eV
spin multiplicity = 5
charge = +2
max |F| = 0.1246 hartree/bohr
E = -1127.38660 a.u.